(1)
{
  "formula": "C30H45EuNO2P2",
  "method": "ωB97M-V/def2-TZVPD",
  "species": ["P", "P", "C", "C", "H", "H", "H", "H", "C", "H", "H", "H", "C", "H", "H", "H", "C", "H", "H", "H", "C", "H", "H", "H", "Eu", "C", "C", "C", "C", "C", "C", "C", "C", "C", "H", "H", "H", "H", "H", "H", "H", "H", "H", "H", "H", "H", "H", "H", "H", "C", "C", "C", "C", "C", "C", "N", "C", "C", "C", "C", "C", "C", "C", "O", "O", "C", "C", "H", "H", "H", "H", "H", "H", "H", "H", "H", "H", "H", "H", "H", "H"],
  "coordinates": [[-0.1251, -2.0057, -4.7415], [0.2591, 1.6379, -4.8263], [-0.3918, -0.8317, -6.1780], [0.4627, 0.4613, -6.2412], [-1.4734, -0.6204, -6.2880], [-0.1198, -1.4431, -7.0654], [1.5391, 0.2496, -6.3966], [0.1322, 1.0811, -7.0997], [-1.3563, 2.3186, -5.3137], [-1.6867, 3.0359, -4.5572], [-2.1195, 1.5397, -5.4556], [-1.1972, 2.8284, -6.2685], [1.5013, 2.8917, -5.2339], [1.1104, 3.5014, -6.0590], [2.4354, 2.3975, -5.5434], [1.6749, 3.5244, -4.3542], [-1.2849, -3.3052, -5.2443], [-1.3844, -4.0424, -4.4410], [-0.9002, -3.8037, -6.1431], [-2.2584, -2.8430, -5.4617], [1.4887, -2.6122, -5.3192], [2.2379, -1.8105, -5.4142], [1.3551, -3.0558, -6.3132], [1.8676, -3.3803, -4.6390], [-0.0848, -0.3868, 1.9280], [0.4052, 1.6945, -2.5919], [-1.0079, 1.5644, -2.5851], [-1.5976, 0.2357, -2.9329], [-1.3273, -1.0116, -2.0673], [-0.3986, -2.0149, -2.7940], [1.0363, -1.8531, -2.7236], [1.6205, -0.5286, -2.9644], [1.3723, 0.6652, -2.0099], [0.9219, -2.5513, 2.1650], [0.8052, 2.7324, -2.6164], [-1.6436, 2.2657, -2.0291], [-1.1814, -0.0387, -3.9276], [-2.6892, 0.3641, -3.0935], [-1.0897, -0.7646, -1.0056], [-2.2812, -1.5347, -1.9617], [-0.7919, -3.0252, -2.7612], [1.6489, -2.6165, -2.2221], [1.2046, -0.1806, -3.9314], [2.6932, -0.6560, -3.1911], [1.1418, 0.3229, -0.9785], [2.3500, 1.1562, -1.9370], [1.7575, -2.6787, 2.8686], [1.2207, -2.6558, 1.1095], [0.0493, -3.1651, 2.4294], [3.5051, 1.0326, 5.9854], [2.4270, -0.0122, 5.8871], [2.7348, -1.3380, 6.1687], [1.7693, -2.3434, 6.1152], [0.4688, -2.0241, 5.7353], [0.1701, -0.7008, 5.3968], [-1.0878, -0.4295, 4.8264], [-1.9875, 0.5553, 5.3129], [-2.0373, 0.9336, 6.6633], [-2.8110, 2.0524, 7.0061], [-3.5115, 2.7495, 6.0185], [-3.4710, 2.3450, 4.6764], [-2.7460, 1.2015, 4.3418], [-2.2410, 0.8757, 2.9620], [-2.4493, -0.2837, 2.4356], [-1.3801, 1.6911, 2.4617], [1.1237, 0.3327, 5.4909], [0.7568, 1.7379, 5.1329], [3.6943, 1.5210, 5.0219], [3.2638, 1.8129, 6.7175], [4.4416, 0.5661, 6.3053], [3.7660, -1.5803, 6.4517], [2.0389, -3.3694, 6.3743], [-0.3208, -2.7752, 5.6758], [-1.5989, -1.2404, 4.4718], [-1.4715, 0.3605, 7.3941], [-2.8507, 2.3703, 8.0498], [-4.0995, 3.6286, 6.2938], [-3.9925, 2.8944, 3.9009], [0.3018, 1.8536, 4.1329], [0.0438, 2.1562, 5.8598], [1.6496, 2.3739, 5.1556]],
  "forces_ev_per_a": [[-0.973, 0.774, -0.480], [-0.134, -1.556, 0.165], [-0.094, 0.399, -0.880], [-0.155, 0.228, -1.075], [0.478, 0.060, 0.224], [-0.220, 0.261, 0.376], [-0.526, -0.042, 0.180], [0.189, -0.605, -0.196], [0.193, 0.699, -0.302], [-0.090, -0.111, -0.255], [0.375, 0.186, 0.238], [-0.313, 0.166, -0.162], [-0.125, 0.265, -0.312], [0.349, 0.032, 0.085], [-0.291, 0.224, 0.169], [0.063, -0.121, -0.357], [0.133, -0.424, -0.484], [-0.074, 0.083, -0.264], [-0.319, -0.007, 0.118], [0.253, -0.195, 0.145], [0.529, -0.475, 0.113], [-0.399, -0.223, 0.295], [-0.121, 0.128, 0.030], [-0.044, 0.236, -0.205], [-0.187, 1.018, -0.404], [2.045, 1.521, 0.581], [-1.561, -0.867, 1.502], [-0.706, 0.653, -0.554], [-1.333, -0.160, -0.461], [1.405, 1.051, -0.361], [1.199, -1.335, 2.515], [0.238, -1.084, -0.264], [0.330, 0.884, -0.496], [0.281, -0.005, 0.528], [-0.394, -0.670, 0.553], [0.121, -0.120, -0.249], [-0.431, 0.121, 0.450], [0.503, -0.136, 0.189], [0.661, -0.260, -0.867], [-0.210, 0.026, -0.019], [0.265, -0.208, 0.532], [-0.337, 0.277, -0.234], [-0.024, 0.123, -0.172], [-0.148, 0.130, 0.447], [-0.229, -0.065, -0.292], [-0.123, 0.152, 0.204], [-0.218, -0.361, -0.355], [0.047, -0.490, 0.193], [0.335, -0.374, -0.151], [0.330, 0.028, 0.089], [-0.337, 0.075, -0.068], [0.195, -0.351, 0.215], [-0.064, 0.069, -0.019], [0.433, 0.182, 0.090], [0.131, -0.188, 0.241], [-0.384, -0.591, -0.217], [0.052, 0.067, 0.716], [-0.503, 0.274, -0.627], [0.225, -0.466, -0.152], [-0.223, 0.082, -0.197], [-0.046, -0.524, 0.629], [0.576, 0.941, -0.163], [0.825, -0.238, -1.518], [-0.222, 1.373, 0.660], [-1.507, -0.759, 0.757], [0.003, -0.713, -0.046], [0.225, 0.684, -0.008], [-0.054, -0.046, 0.161], [-0.020, -0.111, -0.159], [-0.110, 0.086, -0.058], [-0.443, 0.014, -0.088], [-0.118, 0.311, -0.131], [0.289, 0.141, -0.006], [0.415, 0.188, 0.231], [-0.023, 0.227, -0.064], [-0.044, -0.027, -0.341], [0.220, -0.274, -0.083], [0.072, 0.048, 0.121], [-0.004, -0.158, 0.401], [0.179, -0.043, -0.303], [-0.282, -0.103, -0.045]],
  "lumo_energy_ev": [0.4, 0.2],
  "s2": 15.797,
  "multiplicity": 8
}



(2)
{
  "formula": "C27H43N3O2ScSi4",
  "method": "ωB97M-V/def2-TZVPD",
  "species": ["Sc", "C", "C", "C", "C", "N", "C", "C", "C", "C", "C", "C", "C", "H", "H", "H", "H", "H", "H", "H", "H", "O", "C", "N", "C", "O", "C", "C", "C", "C", "N", "C", "H", "H", "H", "H", "H", "H", "H", "H", "C", "Si", "C", "C", "Si", "Si", "C", "C", "C", "Si", "C", "C", "C", "H", "H", "H", "H", "H", "H", "H", "H", "H", "H", "H", "H", "H", "H", "H", "H", "H", "H", "H", "H", "H", "H", "H", "H", "H", "H", "H"],
  "coordinates": [[1.0252, -0.9753, 0.4545], [-0.9939, -4.2950, 2.6840], [0.0002, -5.2636, 2.7598], [1.2054, -5.0668, 2.1108], [1.4233, -3.9038, 1.3847], [0.4484, -2.9658, 1.3309], [-0.7236, -3.1603, 1.9618], [2.6749, -3.5896, 0.6498], [3.6975, -4.5246, 0.5435], [4.8526, -4.2154, -0.1612], [4.9828, -2.9712, -0.7619], [3.9560, -2.0442, -0.6460], [2.7847, -2.3201, 0.0551], [-1.9504, -4.4143, 3.1736], [-0.1638, -6.1696, 3.3281], [1.9793, -5.8164, 2.1774], [-1.4504, -2.3669, 1.8620], [3.6141, -5.5047, 0.9960], [5.6452, -4.9471, -0.2419], [5.8786, -2.7259, -1.3199], [4.0838, -1.0812, -1.1286], [-0.2206, 2.0258, -6.7810], [0.7284, 1.0497, -6.4392], [1.0482, 1.0511, -5.0212], [2.1332, 1.7107, -4.5437], [2.9184, 2.3221, -5.2396], [2.3775, 1.6249, -3.0552], [3.2607, 2.5325, -2.4835], [3.5085, 2.4795, -1.1227], [2.8725, 1.5103, -0.3734], [2.0372, 0.6191, -0.9207], [1.8025, 0.6760, -2.2384], [0.2159, 2.8831, -6.8374], [1.6652, 1.1777, -6.9729], [0.2910, 0.0883, -6.6892], [0.3183, 0.7641, -4.3884], [3.7302, 3.2678, -3.1254], [4.1797, 3.1784, -0.6428], [3.0395, 1.4395, 0.6958], [1.1253, -0.0721, -2.6343], [0.4848, 3.3564, 2.2961], [-0.7755, 2.9340, 0.9673], [-2.2895, 3.9988, 1.2014], [-0.0575, 3.4372, -0.6962], [-1.1148, 0.6208, 1.0937], [-2.1637, 0.2380, 3.1599], [-0.8260, -0.3910, 4.3236], [-3.5225, -1.0576, 3.0886], [-2.9200, 1.7705, 3.9069], [-2.6143, 0.0977, -0.6158], [-4.2153, 1.0452, -0.4981], [-1.7735, 0.4480, -2.2696], [-2.9818, -1.7481, -0.6364], [0.7456, 4.4199, 2.2693], [1.4047, 2.7790, 2.1610], [0.1003, 3.1318, 3.2965], [-1.9921, 5.0491, 1.1223], [-2.7675, 3.8548, 2.1699], [-3.0346, 3.8030, 0.4249], [0.2806, 4.4784, -0.6494], [-0.8133, 3.3723, -1.4859], [0.7943, 2.8200, -0.9946], [-0.3915, -1.3248, 3.9500], [-1.2239, -0.5868, 5.3257], [-0.0181, 0.3420, 4.4226], [-3.1393, -2.0637, 2.9001], [-4.2674, -0.8318, 2.3189], [-4.0397, -1.0822, 4.0531], [-2.1776, 2.5559, 4.0729], [-3.3649, 1.5163, 4.8738], [-3.7092, 2.1773, 3.2689], [-4.0404, 2.1219, -0.5783], [-4.7082, 0.8599, 0.4615], [-4.9032, 0.7513, -1.2971], [-1.3758, 1.4659, -2.3311], [-2.4717, 0.3039, -3.1009], [-0.9420, -0.2560, -2.4178], [-3.5153, -2.0788, 0.2610], [-2.0593, -2.3338, -0.7163], [-3.6031, -2.0010, -1.5020]],
  "forces_ev_per_a": [[0.354, -0.208, -0.416], [-0.012, -0.132, 0.053], [-0.011, 0.019, 0.005], [0.004, -0.143, 0.071], [0.007, 0.077, -0.037], [0.113, 0.503, -0.150], [0.119, 0.009, -0.180], [-0.105, -0.112, 0.076], [0.120, -0.138, -0.011], [-0.042, 0.052, 0.005], [0.044, -0.097, -0.002], [0.086, 0.069, -0.084], [-0.545, 0.508, 0.272], [0.034, -0.006, -0.005], [0.003, -0.003, -0.009], [-0.021, 0.012, -0.003], [0.020, 0.039, -0.032], [0.009, 0.024, -0.022], [-0.005, 0.001, -0.004], [-0.020, -0.025, 0.027], [0.027, 0.032, -0.003], [0.066, -0.025, 0.033], [-0.064, 0.141, 0.081], [0.007, -0.092, 0.000], [0.075, -0.013, -0.015], [-0.076, -0.007, 0.020], [0.010, 0.096, -0.119], [0.011, 0.090, -0.025], [0.080, 0.039, -0.012], [0.037, -0.069, -0.057], [-0.240, -0.502, 0.332], [-0.089, -0.101, 0.175], [0.012, -0.010, -0.017], [0.069, 0.002, -0.056], [-0.065, -0.042, -0.008], [-0.003, 0.043, 0.014], [0.005, -0.024, 0.025], [-0.019, -0.024, -0.022], [-0.021, 0.001, 0.005], [0.125, 0.009, -0.011], [0.047, 0.081, 0.098], [0.248, 0.009, -0.023], [-0.204, 0.020, -0.006], [0.066, -0.013, -0.182], [0.051, -0.010, 0.107], [0.158, -0.139, 0.077], [0.035, -0.036, 0.149], [-0.127, -0.080, -0.084], [-0.071, 0.182, 0.009], [0.105, -0.176, -0.028], [-0.134, 0.140, 0.002], [0.046, 0.052, -0.198], [-0.103, -0.076, 0.026], [-0.014, -0.078, 0.019], [-0.019, 0.040, 0.028], [0.052, 0.016, -0.077], [-0.028, -0.027, -0.002], [0.022, 0.045, -0.046], [0.059, 0.065, 0.076], [-0.028, -0.064, -0.016], [0.072, 0.055, 0.077], [-0.182, 0.162, 0.024], [0.005, 0.073, 0.076], [0.046, 0.013, -0.074], [-0.054, -0.059, -0.010], [-0.120, 0.044, 0.024], [0.051, -0.026, 0.085], [0.025, -0.013, -0.045], [-0.071, -0.037, 0.004], [0.023, 0.024, -0.029], [0.028, -0.028, 0.077], [-0.059, -0.105, -0.009], [0.023, 0.027, -0.085], [0.022, 0.022, 0.050], [-0.029, -0.119, 0.002], [0.043, 0.000, 0.036], [-0.149, 0.033, 0.006], [0.072, 0.030, -0.084], [-0.034, -0.036, -0.003], [0.031, -0.003, 0.059]],
  "e_above_lowest_kj_mol": 116.20,
  "charge": 1,
  "lumo_energy_ev": -3.9
}